Entry from the OMol25 dataset: a structure of composition C49H67BN11O2P2Rb (ωB97M-V/def2-TZVPD).

## Properties
Relative energy (zero: lowest compared OMol25 entry of this formula, charge and spin), kJ/mol: 14.28
LUMO energy, Eh: 0.1207
Orbital gap, eV: 4.472
Total charge: -2
Energy, a.u.: -3391.91622

Last column: Mulliken charge in e.
Cartesian coordinates (Å):
1 Rb -0.557630 -0.100724 0.711028  1.254
2 C 2.244369 -0.604430 5.156330  -0.892
3 C 2.443581 -0.460045 3.772652  -0.407
4 N 1.719479 0.537205 3.283692  -0.140
5 N 1.058497 1.063790 4.324952  0.002
6 C 1.343024 0.398095 5.457273  -0.267
7 B 0.085126 2.275337 4.192538  0.794
8 N -1.369930 1.790115 4.146471  -0.224
9 C -2.370474 2.121885 4.987133  -0.400
10 C -3.491888 1.410351 4.621018  -1.240
11 C -3.064536 0.653278 3.515238  -0.543
12 N -1.791174 0.885977 3.245682  0.928
13 N 0.482655 3.107411 2.962199  -0.237
14 C 1.256298 4.210236 2.969141  -0.530
15 C 1.536530 4.548718 1.662442  -1.404
16 C 0.879806 3.555087 0.914172  -0.782
17 N 0.252396 2.697708 1.703597  1.176
18 H 2.688787 -1.316240 5.832057  0.402
19 H 3.076072 -1.028256 3.105789  0.300
20 H 0.888312 0.687285 6.390434  0.470
21 H 0.209413 2.971766 5.179884  -0.292
22 H -2.205602 2.847026 5.766841  0.430
23 H -4.471578 1.450316 5.066516  0.404
24 H -3.618899 -0.032748 2.892427  0.334
25 H 1.542020 4.666531 3.902858  0.434
26 H 2.119218 5.380796 1.305148  0.423
27 H 0.815448 3.442600 -0.156740  0.567
28 N -0.015523 -2.598408 3.021128  -0.022
29 C -0.231028 -4.016495 3.201914  0.281
30 C 1.084224 -4.839610 3.247214  -1.055
31 C 2.221951 -4.380370 2.319390  -0.635
32 C 1.916959 -4.128364 0.832076  -0.426
33 N 0.860125 -4.979114 0.286190  0.676
34 C 0.916551 -6.285235 0.188759  0.388
35 N 2.129319 -6.899919 0.090208  -0.348
36 N -0.214228 -7.001504 0.207313  -0.401
37 C -1.128606 -4.590513 2.087208  0.040
38 O -1.491254 -5.794431 2.225933  -0.903
39 O -1.353885 -3.882712 1.083998  -0.660
40 H 0.154755 -2.426723 2.038141  -0.369
41 H 0.753875 -2.241735 3.571760  -0.023
42 H -0.765488 -4.198267 4.140518  0.570
43 H 0.843947 -5.891888 3.072543  0.327
44 H 1.490316 -4.784255 4.262997  0.488
45 H 3.015676 -5.131047 2.403476  0.380
46 H 2.653442 -3.448740 2.694839  0.214
47 H 2.830837 -4.229929 0.243160  0.154
48 H 1.576282 -3.105946 0.642656  -0.119
49 H -0.078576 -4.541160 0.313768  0.360
50 H 2.893028 -6.340269 -0.251316  0.181
51 H 2.147842 -7.872198 -0.159033  0.245
52 H -0.934243 -6.605841 0.883908  0.282
53 H -0.123255 -8.002541 0.190677  0.209
54 C -1.309325 5.789179 -3.692132  -0.464
55 C -0.975161 4.447594 -3.817644  -0.488
56 C -1.349315 3.543790 -2.835037  -0.932
57 C -2.076003 3.948456 -1.715726  -0.073
58 C -2.408339 5.298222 -1.605845  0.166
59 C -2.025938 6.210576 -2.580442  -0.756
60 P -2.492291 2.599712 -0.515756  1.435
61 C -3.159108 3.588407 0.886110  0.412
62 C -2.350477 4.529396 1.527911  -0.570
63 C -2.804152 5.221028 2.639567  -0.823
64 C -4.072130 4.972456 3.148877  -0.722
65 C -4.873530 4.021396 2.538264  -0.595
66 C -4.421564 3.334095 1.419821  -0.605
67 C -4.071918 2.027338 -1.281038  0.018
68 C -4.928376 2.901821 -1.903489  -0.107
69 C -6.157654 2.454240 -2.427303  -0.840
70 C -6.502847 1.136366 -2.316000  -0.844
71 C -5.639672 0.206429 -1.688334  1.112
72 C -5.990051 -1.158879 -1.576529  -1.097
73 C -5.121340 -2.021526 -0.964964  -0.733
74 C -3.886231 -1.565438 -0.447316  -0.756
75 C -3.453956 -0.246535 -0.504138  0.641
76 C -4.386031 0.637321 -1.150321  -1.024
77 H -1.009583 6.500894 -4.452541  0.357
78 H -0.408957 4.103079 -4.675652  0.401
79 H -1.074790 2.499802 -2.933090  0.394
80 H -2.967013 5.641036 -0.743546  0.413
81 H -2.292642 7.255741 -2.470644  0.380
82 H -1.347354 4.719448 1.164044  0.612
83 H -2.150864 5.939944 3.120003  0.358
84 H -4.420098 5.497641 4.030997  0.317
85 H -5.853585 3.793918 2.941199  0.406
86 H -5.057958 2.589728 0.958818  0.351
87 H -4.671098 3.950726 -1.990832  0.368
88 H -6.824330 3.158860 -2.913404  0.409
89 H -7.450011 0.781420 -2.714125  0.307
90 H -6.940722 -1.497746 -1.979403  0.264
91 H -5.382744 -3.073881 -0.880277  0.409
92 H -3.249215 -2.321925 0.009626  0.519
93 C 3.301745 1.344287 -3.849420  -2.163
94 C 2.187538 0.805091 -2.944958  3.160
95 C 1.862723 1.860452 -1.880574  -2.867
96 C 0.911556 0.673522 -3.786858  -1.937
97 P 2.452197 -0.860522 -2.006605  -0.240
98 N 1.437166 -1.063936 -0.885190  -0.060
99 C 2.373705 -2.241631 -3.369840  2.798
100 C 3.006593 -3.513686 -2.794641  -2.681
101 C 0.885571 -2.580438 -3.545525  -2.067
102 C 3.004839 -1.983781 -4.740562  -1.883
103 C 4.293738 -0.817177 -1.402400  2.406
104 C 4.513947 0.493158 -0.634103  -2.117
105 C 5.419412 -0.963875 -2.430341  -2.051
106 C 4.429827 -1.919217 -0.346433  -1.645
107 H 2.947279 2.257471 -4.344709  0.495
108 H 3.593793 0.644940 -4.631675  0.278
109 H 4.194892 1.616197 -3.288382  0.312
110 H 1.363631 2.711769 -2.353800  0.761
111 H 2.744898 2.242372 -1.373195  0.214
112 H 1.201214 1.427237 -1.129938  0.424
113 H 0.602217 1.672030 -4.116776  0.260
114 H 0.102300 0.238400 -3.197522  0.374
115 H 1.054659 0.070474 -4.681903  0.393
116 H 2.595251 -3.710727 -1.806453  0.509
117 H 4.092880 -3.459167 -2.726407  0.211
118 H 2.757286 -4.360046 -3.446504  0.729
119 H 0.393032 -2.579702 -2.570801  0.378
120 H 0.789817 -3.571996 -4.004126  0.537
121 H 0.364482 -1.874009 -4.186579  0.297
122 H 4.063827 -1.733016 -4.678025  0.235
123 H 2.500758 -1.187363 -5.284998  0.307
124 H 2.919480 -2.891667 -5.353402  0.493
125 H 4.594830 1.357378 -1.289656  0.294
126 H 5.455398 0.420731 -0.076945  0.668
127 H 3.706576 0.666155 0.079761  0.285
128 H 5.378299 -0.203016 -3.209087  0.232
129 H 5.419589 -1.939754 -2.915452  0.307
130 H 6.387687 -0.858074 -1.922857  0.520
131 H 3.542678 -1.903295 0.288752  -0.010
132 H 5.319207 -1.731250 0.265624  0.581
133 H 4.537492 -2.910304 -0.787404  0.246

Forces on atoms 1 to 3 (eV/Å):
Rb -0.279 0.074 0.242
C -0.024 0.001 0.034
C 0.046 0.004 -0.047

Entry from the OMol25 dataset: a structure of composition C49H67N9O2P2Ti in a non-equilibrium geometry (ωB97M-V/def2-TZVPD).

## Properties
Relative energy (zero: lowest compared OMol25 entry of this formula, charge and spin), kJ/mol: 277.79
LUMO energy (spin up / spin down), Eh: -0.0863 / -0.1278
Orbital gap (spin up / spin down), eV: 6.554 / 5.734
Expectation value of S²: 0.772
Total charge: +1
Energy, a.u.: -4082.75848
2S+1: 2

Last column: Mulliken spin population.
Cartesian coordinates (Å):
1 Ti -0.140530 0.058544 -0.159517  -0.012
2 C 4.913929 -1.044976 2.370271  0.000
3 C 3.552113 -0.348390 2.386013  -0.001
4 C 2.639316 -1.076068 3.361733  0.003
5 P 2.633828 -0.181857 0.770532  0.002
6 C 3.820343 0.652883 -0.445982  0.001
7 C 4.676453 1.760148 0.194564  0.000
8 C 4.693750 -0.227633 -1.336911  0.000
9 C 2.399140 -1.932450 0.352766  0.000
10 C 3.453224 -2.781873 0.032508  0.000
11 C 3.273573 -4.126034 -0.252067  0.000
12 C 4.428235 -5.010760 -0.598335  0.000
13 C 1.973924 -4.610699 -0.222599  0.000
14 C 0.911643 -3.791035 0.106001  0.000
15 C 1.088235 -2.439818 0.431270  0.004
16 N 0.009270 -1.584386 0.846378  0.000
17 C -0.782347 -2.078695 1.919045  0.012
18 C -1.390718 -3.339966 1.912060  0.000
19 C -1.917898 -3.895243 3.062110  0.000
20 C -1.893683 -3.217194 4.271439  -0.001
21 C -2.391518 -3.841713 5.535961  0.000
22 C -1.457656 -1.899540 4.240113  0.001
23 C -0.963946 -1.305565 3.083653  -0.015
24 P -0.948065 0.504856 2.912404  -0.003
25 C -2.751937 0.780729 3.307131  0.014
26 C -3.158410 2.228323 3.059030  0.002
27 C -3.642567 -0.192844 2.543576  -0.005
28 C -0.048815 1.082923 4.472095  0.018
29 C -0.891967 1.598384 5.633856  0.001
30 C 1.003152 2.121094 4.095151  0.007
31 H 5.400620 -0.909925 3.337178  0.000
32 H 5.587563 -0.670579 1.606124  0.000
33 H 4.791506 -2.114388 2.219711  0.000
34 H 3.686013 0.683569 2.738611  0.000
35 H 2.594454 -2.139296 3.119356  0.000
36 H 1.621655 -0.693292 3.324985  0.000
37 H 3.013542 -0.976920 4.379558  0.000
38 H 3.107376 1.157086 -1.116314  0.000
39 H 5.148313 1.460974 1.121977  0.000
40 H 4.114726 2.671241 0.389203  0.001
41 H 5.475879 2.028379 -0.496881  0.000
42 H 5.515444 -0.674970 -0.782389  0.000
43 H 5.135613 0.397808 -2.114014  0.000
44 H 4.118637 -1.007378 -1.830351  0.000
45 H 4.454963 -2.391026 0.006330  0.000
46 H 5.369091 -4.467986 -0.539813  0.000
47 H 4.327106 -5.401512 -1.611042  0.000
48 H 4.483884 -5.862278 0.077986  0.000
49 H 1.776134 -5.644048 -0.471731  0.000
50 H -0.069493 -4.218117 0.042024  0.000
51 H -1.498985 -3.894674 1.000111  0.000
52 H -2.355298 -4.882105 3.010316  0.000
53 H -2.784546 -4.839266 5.351455  0.000
54 H -3.182675 -3.242909 5.985797  0.000
55 H -1.588289 -3.926752 6.265986  0.000
56 H -1.555316 -1.301106 5.134126  0.000
57 H -2.860031 0.563397 4.375266  0.002
58 H -3.169853 2.446019 1.991592  -0.001
59 H -2.487468 2.940593 3.534383  0.000
60 H -4.158840 2.400829 3.451860  -0.001
61 H -3.312376 -0.331782 1.512542  -0.003
62 H -4.659749 0.190071 2.510331  -0.001
63 H -3.663549 -1.172270 3.015747  0.000
64 H 0.465429 0.179674 4.819527  0.001
65 H -1.474081 2.474662 5.362112  0.000
66 H -0.227216 1.892052 6.445562  0.000
67 H -1.571590 0.849410 6.030343  0.000
68 H 0.534773 3.045390 3.752369  0.002
69 H 1.646205 1.759321 3.295686  0.001
70 H 1.628115 2.360541 4.955876  -0.002
71 C -0.223954 -2.852887 -5.151564  0.000
72 C 0.357996 -3.178637 -3.938988  0.000
73 C -0.061917 -2.584177 -2.763806  0.002
74 C -1.076922 -1.626935 -2.756991  0.011
75 C -1.649103 -1.303495 -3.998427  -0.006
76 C -1.239427 -1.908385 -5.169753  0.000
77 N -1.435337 -0.973721 -1.579176  0.021
78 C -2.747036 -0.592538 -1.474883  0.029
79 C -3.860342 -1.227126 -2.055494  -0.030
80 C -5.120391 -0.663981 -1.963037  0.064
81 C -5.325552 0.537871 -1.284273  -0.024
82 C -4.256158 1.158563 -0.661621  0.120
83 C -2.992782 0.571860 -0.725607  -0.097
84 N -1.843985 1.137244 -0.187467  0.303
85 N -1.965659 2.422228 0.097504  0.388
86 C -0.827807 2.986415 0.524169  -0.103
87 C -0.861257 4.347979 0.892282  0.084
88 C 0.298585 4.969789 1.258615  -0.015
89 C 1.485465 4.225964 1.270033  0.106
90 C 1.428018 2.888789 0.935877  -0.019
91 N 0.316627 2.255183 0.562370  0.110
92 H 0.102057 -3.324381 -6.064488  0.000
93 H 1.156893 -3.903777 -3.900222  0.000
94 H 0.429535 -2.837620 -1.836209  -0.001
95 H -2.465914 -0.588653 -4.030991  0.001
96 H -1.724008 -1.652572 -6.104172  0.000
97 H -3.718299 -2.153685 -2.591687  -0.002
98 H -5.959906 -1.172450 -2.411678  0.003
99 H -6.317299 0.959320 -1.211146  0.001
100 H -4.387566 2.062592 -0.085739  -0.005
101 H -1.812813 4.856074 0.873946  -0.002
102 H 0.298846 6.011535 1.540246  0.000
103 H 2.424741 4.666527 1.560245  0.006
104 H 2.320466 2.275305 0.983029  -0.005
105 N 0.036179 2.023675 -2.209718  0.015
106 C 0.518698 1.242518 -3.323525  0.000
107 C 1.252176 2.018810 -4.413758  -0.001
108 C 0.389193 3.143778 -4.948173  0.001
109 C -0.830456 2.662641 -5.713036  0.000
110 N -1.742961 1.846489 -4.916539  0.001
111 C -2.518061 2.279456 -3.926587  0.004
112 N -2.538088 3.578300 -3.601347  0.001
113 N -3.287433 1.431125 -3.251720  0.000
114 C 1.379470 0.094426 -2.765754  -0.008
115 O 2.179125 -0.495509 -3.448037  0.001
116 O 1.149173 -0.184387 -1.514529  0.006
117 H -0.706512 2.683576 -2.436863  0.002
118 H 0.792072 2.563127 -1.788051  -0.004
119 H -0.335608 0.719855 -3.774749  0.001
120 H 1.532164 1.334230 -5.213256  0.000
121 H 2.188584 2.425188 -4.023758  0.000
122 H 0.967254 3.751699 -5.648347  0.000
123 H 0.105242 3.819923 -4.138744  -0.002
124 H -0.524903 2.032235 -6.550581  0.000
125 H -1.374654 3.505778 -6.152684  0.000
126 H -1.715773 0.845486 -5.068071  0.000
127 H -2.061510 4.259511 -4.167779  0.001
128 H -3.163978 3.909981 -2.887490  0.001
129 H -3.195147 0.431114 -3.385089  -0.009
130 H -3.707795 1.689167 -2.368454  0.024

Forces on atoms 1 to 3 (eV/Å):
Ti 0.636 -0.175 -0.377
C -0.061 0.100 -0.011
C 0.083 0.197 -0.106